ORCA calculation (ωB97M-V/def2-TZVPD) on a single C5H8N2 molecule.

ORCA input file:
```
! wB97M-V def2-TZVPD RIJCOSX def2/J DEFGRID3
* xyz 0 1
C -1.25651 1.56473 1.48485
C -0.69824 0.56183 0.51587
C -1.26583 -0.70337 0.26361
N -0.46892 -1.49200 -0.44550
N 0.61547 -0.74199 -0.68154
C 1.71477 -1.24485 -1.47897
C 0.50949 0.50239 -0.15120
H -2.18956 2.03120 1.14889
H -0.53980 2.35600 1.71686
H -1.48337 1.05022 2.42693
H -2.25371 -1.02632 0.57092
H 1.49771 -1.15389 -2.54700
H 1.90066 -2.29401 -1.23883
H 2.61223 -0.66618 -1.24412
H 1.28489 1.23377 -0.34137
*
```

## Properties
- SMILES = Cc1cnn(C)c1
- energy above the lowest of the compared OMol25 structures with the same formula, charge and spin (kcal per mole) = 14.7
- maximum force (eV/Å) = 0.31
- HOMO-LUMO gap (eV) = 9.8
- E_HOMO (eV) = -8.82
- E_tot (eV) = -8294.35710